Record 1
10
Properties=species:S:1:pos:R:3:forces:R:3 method="wB97M-V/def2-TZVPD" homo_ev=-8.9 e_above_lowest_kj_mol=209.07 energy_ha=-284.938031
C 0.21999 0.00810 0.04590 -2.68 1.70 -0.33
C -0.59653 1.13553 -0.07464 -0.46 0.90 -0.26
C -0.51420 -1.21591 0.12571 -1.31 -1.88 0.64
C -1.91344 0.62593 0.00263 -0.52 -2.07 0.52
C -1.82160 -0.89068 -0.01245 -1.03 1.55 -0.77
C -3.31356 -0.70722 -0.30308 1.13 -0.32 0.37
N -3.21709 0.60342 0.27757 0.70 0.51 -0.27
H 1.22118 0.17729 0.02098 2.96 -0.22 0.04
H -0.39526 2.20722 -0.25094 0.49 -0.97 0.25
H -0.24828 -2.25999 0.33672 0.73 0.79 -0.19

=====

Record 2
10
Properties=species:S:1:pos:R:3:forces:R:3 method="wB97M-V/def2-TZVPD" homo_ev=-9.5 e_above_lowest_kj_mol=507.75 energy_ha=-284.824270
C 1.67404 1.97664 2.60281 0.33 0.05 -0.70
C 1.64513 2.02328 4.07307 1.46 2.05 0.88
C 1.36643 1.37563 1.54782 0.51 0.97 0.48
C 0.87564 1.13353 3.58369 -3.19 -5.09 -2.84
C 0.42597 0.35344 1.31358 0.46 0.88 -1.03
C -0.11239 0.01677 -0.06695 0.71 -0.53 0.90
N 0.00263 -0.16885 2.40535 0.70 1.89 2.52
H -0.73153 -0.85430 0.13553 -0.14 -0.15 -0.75
H 0.74579 -0.20068 -0.77772 -1.29 0.40 0.79
H -0.74973 0.87670 -0.33878 0.45 -0.47 -0.27